(1)
Molecular formula: C48H36F3MnNOP2S3Sb
Method: DFT, wB97M-V/def2-TZVPD

Last column: Löwdin spin population.
Atoms and positions in Å:
Mn 0.079 0.115 0.490  1.01
S -1.491 -2.473 -2.217  0.00
P 0.435 -2.454 -1.603  0.00
C 0.917 -1.713 -0.156  0.00
P 0.340 -2.372 1.302  0.01
S -1.385 -1.478 1.875  -0.02
C 1.623 -2.055 2.598  0.00
C 2.829 -1.459 2.271  0.00
C 3.799 -1.228 3.247  0.00
C 3.568 -1.599 4.561  0.00
C 2.360 -2.205 4.903  0.00
C 1.398 -2.429 3.927  0.00
C 0.190 -4.205 1.477  0.01
C -1.044 -4.816 1.668  0.00
C -1.130 -6.198 1.845  0.00
C 0.019 -6.974 1.829  0.00
C 1.258 -6.371 1.630  0.00
C 1.342 -4.998 1.455  0.00
C 1.408 -1.685 -2.978  0.00
C 1.428 -2.284 -4.242  0.00
C 2.121 -1.706 -5.297  0.00
C 2.795 -0.503 -5.110  0.00
C 2.767 0.110 -3.867  0.00
C 2.081 -0.481 -2.805  0.00
C 1.047 -4.195 -1.674  0.00
C 0.192 -5.291 -1.625  0.00
C 0.701 -6.588 -1.664  0.00
C 2.070 -6.802 -1.759  0.00
C 2.934 -5.713 -1.803  0.00
C 2.423 -4.420 -1.754  0.00
H 3.000 -1.185 1.243  0.00
H 4.734 -0.753 2.973  0.00
H 4.322 -1.417 5.319  0.00
H 2.171 -2.497 5.930  0.00
H 0.452 -2.885 4.201  0.00
H -1.937 -4.201 1.679  0.00
H -2.098 -6.664 1.997  0.00
H -0.046 -8.048 1.966  0.00
H 2.157 -6.974 1.604  0.00
H 2.309 -4.532 1.303  0.00
H 0.882 -3.205 -4.402  0.00
H 2.128 -2.188 -6.269  0.00
H 3.331 -0.044 -5.933  0.00
H 3.277 1.056 -3.717  0.00
H 2.071 -0.011 -1.833  0.00
H -0.876 -5.118 -1.570  0.00
H 0.022 -7.432 -1.617  0.00
H 2.462 -7.814 -1.794  0.00
H 4.004 -5.869 -1.873  0.00
H 3.099 -3.573 -1.782  0.00
O 0.551 1.950 -0.209  0.01
N 0.600 3.018 0.580  0.00
C 0.599 4.220 -0.042  0.00
C 0.628 5.382 0.667  0.00
C 0.657 5.306 2.067  0.00
C 0.651 4.083 2.676  0.00
C 0.609 2.875 1.930  0.00
S 0.553 1.316 2.591  0.00
H 0.552 4.161 -1.117  0.00
H 0.614 6.325 0.139  0.00
H 0.676 6.210 2.666  0.00
H 0.667 3.986 3.753  0.00
F -7.770 -0.462 -3.791  0.00
C -6.538 -0.253 -3.267  0.00
C -6.224 0.998 -2.789  0.00
C -4.953 1.207 -2.258  0.00
C -4.001 0.182 -2.212  0.00
C -4.382 -1.080 -2.688  0.00
C -5.648 -1.303 -3.226  0.00
Sb -2.020 0.549 -1.423  -0.01
C -2.374 2.660 -0.988  0.00
C -2.503 3.686 -1.931  0.00
C -2.729 5.009 -1.554  0.00
C -2.825 5.297 -0.210  0.00
F -3.033 6.584 0.164  0.00
C -2.705 4.332 0.765  0.00
C -2.481 3.014 0.363  0.00
C -1.099 0.929 -3.325  0.00
C -1.385 0.119 -4.424  0.00
C -0.744 0.295 -5.646  0.00
C 0.184 1.304 -5.756  0.00
F 0.819 1.476 -6.942  0.00
C 0.502 2.132 -4.705  0.00
C -0.139 1.928 -3.482  0.00
H -6.961 1.793 -2.824  0.00
H -4.722 2.191 -1.874  0.00
H -3.692 -1.912 -2.645  0.00
H -5.940 -2.277 -3.600  0.00
H -2.419 3.456 -2.989  0.00
H -2.827 5.806 -2.282  0.00
H -2.771 4.610 1.811  0.00
H -2.355 2.259 1.133  0.00
H -2.100 -0.689 -4.329  0.00
H -0.948 -0.346 -6.495  0.00
H 1.252 2.904 -4.835  0.00
H 0.140 2.536 -2.632  0.00

Cartesian forces, eV/Å:
Mn -0.835 0.598 1.206
S 0.338 -0.305 0.076
P 0.177 -0.031 -0.493
C -0.173 0.071 0.145
P 0.461 -0.398 0.217
S 0.462 0.150 -0.282
C -0.230 -0.150 0.243
C 0.188 -0.034 0.106
C -0.108 -0.021 -0.103
C -0.103 -0.046 0.042
C 0.013 0.023 -0.158
C -0.030 0.095 -0.035
C -0.005 -0.011 0.022
C 0.011 -0.024 -0.032
C 0.037 0.140 -0.047
C 0.026 0.100 -0.024
C -0.079 0.088 0.003
C -0.005 0.075 0.095
C -0.098 -0.017 -0.050
C -0.026 0.013 0.029
C 0.021 0.002 0.175
C 0.058 -0.103 0.074
C 0.011 -0.182 0.096
C 0.117 -0.111 -0.112
C 0.124 0.013 -0.050
C 0.029 -0.069 -0.145
C -0.007 0.151 -0.021
C -0.048 0.066 0.014
C -0.141 0.076 0.038
C -0.007 -0.044 0.024
H 0.024 0.072 -0.206
H -0.027 -0.011 -0.008
H -0.053 -0.018 -0.034
H -0.012 0.009 -0.058
H 0.003 -0.001 -0.025
H 0.015 -0.012 0.001
H 0.039 0.046 -0.011
H -0.004 0.024 0.002
H 0.002 0.021 -0.007
H -0.031 -0.006 0.012
H -0.014 -0.034 0.026
H -0.010 0.009 0.042
H -0.039 -0.005 0.020
H -0.040 -0.062 0.011
H -0.016 0.077 0.147
H -0.001 -0.001 0.001
H 0.007 0.038 0.004
H -0.022 0.078 0.000
H -0.007 0.015 -0.005
H -0.009 0.006 0.002
O -0.086 -0.272 -0.389
N 0.111 -0.062 -0.233
C 0.028 -0.065 0.070
C 0.038 0.080 0.024
C -0.013 0.115 -0.016
C -0.028 -0.291 0.064
C 0.178 0.312 -0.024
S -0.146 -0.360 -0.298
H 0.005 -0.023 -0.021
H -0.014 -0.026 0.042
H 0.005 -0.066 -0.052
H 0.000 0.001 -0.048
F -0.071 0.007 -0.020
C -0.031 -0.051 -0.033
C 0.121 0.116 0.096
C 0.045 -0.133 -0.027
C -0.317 -0.152 0.040
C -0.108 0.143 -0.005
C 0.214 0.022 0.096
Sb 0.609 0.062 -0.149
C -0.245 0.266 0.110
C 0.018 -0.050 0.055
C 0.065 -0.186 -0.124
C -0.014 0.047 0.012
F -0.003 0.055 0.034
C 0.015 -0.277 0.010
C 0.008 0.170 -0.117
C 0.060 0.080 -0.258
C -0.058 0.013 -0.097
C -0.158 -0.043 0.156
C -0.035 0.098 -0.036
F 0.052 0.026 -0.029
C -0.166 0.139 0.266
C -0.044 -0.034 -0.190
H 0.061 -0.057 -0.003
H 0.056 -0.004 -0.008
H -0.121 0.100 -0.006
H 0.030 0.068 0.026
H -0.031 -0.007 0.043
H 0.009 -0.056 0.022
H 0.005 -0.039 -0.053
H -0.024 -0.055 0.009
H 0.018 0.042 -0.003
H -0.002 0.015 0.049
H -0.022 -0.055 0.025
H 0.000 0.030 0.021

Results
E: -150992.489 eV
energy relative to the best compared isomer or geometry (same formula, charge and spin): 0.1076 eV
orbital gap (spin up / spin down): 6.710 / 6.616 eV
spin multiplicity: 2
lowest unoccupied orbital energy (spin up / spin down): 2.367 / 2.362 eV
F_max: 1.58 eV Å⁻¹
HOMO (spin up / spin down): -0.15959 / -0.15633 Ha
total charge: -1

---

(2)
Molecular formula: CH6N2
Method: DFT, wB97M-V/def2-TZVPD

Last column: Löwdin charge in e.
Atoms and positions in Å:
C 0.167 -0.207 -0.666  -0.36
N 0.527 -1.245 0.211  -0.14
N -0.234 0.856 0.475  0.00
H -0.211 -1.942 0.274  0.00
H 0.455 -0.074 1.061  0.16
H 0.184 1.788 0.504  0.09
H -1.234 0.870 0.668  0.09
H -0.665 -0.335 -1.368  0.09
H 1.011 0.289 -1.159  0.08

Cartesian forces, eV/Å:
C -0.262 0.896 0.734
N 0.601 0.269 0.015
N 0.725 0.108 -0.194
H 0.050 0.171 0.233
H -1.038 -1.332 -0.473
H -0.384 0.021 -0.493
H 0.275 0.048 0.123
H 0.098 -0.013 0.139
H -0.065 -0.168 -0.085

Results
E: -4111.722 eV
energy relative to the best compared isomer or geometry (same formula, charge and spin): 2.6123 eV
orbital gap: 8.754 eV
lowest unoccupied orbital energy: 0.944 eV
F_max: 1.75 eV Å⁻¹
HOMO: -0.28700 Ha

---

(3)
Molecular formula: C3H6O3Sr
Method: DFT, wB97M-V/def2-TZVPD

Last column: Löwdin charge in e.
Atoms and positions in Å:
H -0.826 -1.045 0.213  0.31
O -1.622 1.779 0.006  0.16
C -1.555 0.664 0.437  -0.62
O -2.330 -0.317 0.148  -0.21
Sr -4.735 0.141 -0.605  1.91
O -0.316 -0.061 0.539  0.01
C 0.898 0.370 -0.181  -0.13
C 1.969 -0.653 0.073  -0.04
H 1.122 1.357 0.232  0.15
H 0.632 0.452 -1.240  0.15
H 2.098 -0.837 1.147  0.10
H 2.909 -0.251 -0.326  0.11
H 1.756 -1.598 -0.444  0.10

Cartesian forces, eV/Å:
H 1.926 3.120 1.237
O 0.094 0.550 2.113
C 0.327 -0.439 -5.133
O -3.568 -0.559 1.001
Sr 1.237 -0.020 0.413
O -0.703 -3.047 0.579
C 0.724 0.493 -0.397
C 0.132 -0.088 0.055
H -0.062 -0.203 -0.061
H -0.018 0.078 0.225
H 0.024 0.073 -0.261
H -0.191 -0.159 0.086
H 0.078 0.202 0.142

Results
E: -10168.715 eV
energy relative to the best compared isomer or geometry (same formula, charge and spin): 1.9926 eV
orbital gap: 9.227 eV
lowest unoccupied orbital energy: -9.541 eV
F_max: 5.16 eV Å⁻¹
HOMO: -0.68970 Ha
total charge: +2

---

- Which of these has the lowest energy relative to the best compared isomer or geometry (same formula, charge and spin)?
  C48H36F3MnNOP2S3Sb